1.
# C10H14Cl6N4

A 6-piece molecular cluster, C10H14Cl6N4 overall at a distorted geometry (ωB97M-V/def2-TZVPD, the Open Molecules 2025 dataset).

```
! RIJCOSX wB97M-V def2-TZVPD def2/J DEFGRID3
* xyz 0 1
Cl 9.980 8.664 8.595
C 8.668 8.148 7.563
Cl 9.343 7.332 6.192
Cl 7.667 9.546 7.103
H 7.992 7.408 8.050
Cl 5.258 7.896 10.094
C 5.622 9.569 10.533
Cl 5.350 10.814 9.224
Cl 7.271 9.550 11.063
H 4.916 9.847 11.312
C 12.148 10.803 10.323
C 12.673 11.614 11.416
N 13.102 12.330 12.217
H 12.945 10.203 9.874
H 11.715 11.407 9.527
H 11.384 10.067 10.700
C 11.422 10.537 4.130
C 12.674 10.194 4.730
N 13.736 9.971 5.117
H 10.737 10.790 4.940
H 11.020 9.631 3.709
H 11.438 11.437 3.526
C 7.943 5.849 11.390
C 7.831 5.473 10.010
N 7.699 5.080 8.941
H 8.811 6.533 11.424
H 8.150 4.958 12.037
H 7.075 6.423 11.778
C 8.981 13.406 8.356
C 8.920 13.217 6.908
N 8.920 13.009 5.762
H 8.508 12.552 8.830
H 8.421 14.328 8.571
H 9.991 13.563 8.715
*
```

Calculated values
* HOMO energy: -11.210 eV
* energy relative to the best compared isomer or geometry (same formula, charge and spin): 16.6 kcal/mol
* HOMO-LUMO gap: 0.4114 Ha
* LUMO energy: -0.0005 hartree
* electronic energy: -91690.199 eV
* SMILES string: ClC(Cl)Cl.ClC(Cl)Cl.CC#N.CC#N.CC#N.CC#N

2.
# C8H10N2

A 2-piece molecular cluster, C8H10N2 overall at a distorted geometry (ωB97M-V/def2-TZVPD, the Open Molecules 2025 dataset).

```
! RIJCOSX wB97M-V def2-TZVPD def2/J DEFGRID3
* xyz 0 1
N 0.520 -2.463 -0.716
N 0.573 -1.200 -1.245
C -0.188 -0.267 -0.815
C -1.284 -0.391 0.097
C -1.970 0.717 0.489
C -1.680 2.029 0.011
C -0.773 2.271 -0.952
C 0.073 1.070 -1.414
H 1.384 -2.905 -0.532
H -0.081 -2.603 0.062
H -1.431 -1.409 0.468
H -2.801 0.682 1.282
H -2.289 2.831 0.411
H -0.537 3.115 -1.521
H 1.157 1.315 -1.296
H -0.158 1.067 -2.544
C 2.401 -0.357 2.057
C 2.141 -1.501 1.949
H 2.823 0.574 2.319
H 2.120 -2.576 1.890
*
```

Calculated values
* HOMO energy: -7.564 eV
* energy relative to the best compared isomer or geometry (same formula, charge and spin): 100.4 kcal/mol
* HOMO-LUMO gap: 0.2871 Ha
* LUMO energy: 0.0091 hartree
* electronic energy: -11433.400 eV
* SMILES string: N/N=C1\C=CC=CC1.C#C